Record 1
{"formula": "C2H3BrO", "method": "the ωB97M-V functional and the def2-TZVPD basis", "smiles": "CC(=O)Br", "max_force_ha_per_bohr": 0.0967, "lumo_ev": 0.63, "orbital_gap_ev": 10.847, "e_above_lowest_ev": 0.767, "species": ["C", "C", "O", "Br", "H", "H", "H"], "coordinates": [[0.732, -0.279, -0.079], [-0.802, 0.507, 0.110], [-0.844, 1.679, 0.115], [-2.195, -0.759, -0.051], [0.620, -1.292, 0.316], [1.532, 0.132, 0.702], [0.957, 0.012, -1.113]], "nbo_charge": [-0.70, 0.49, -0.50, 0.00, 0.23, 0.23, 0.24]}

---

Record 2
{"formula": "C2H3BrO", "method": "the ωB97M-V functional and the def2-TZVPD basis", "smiles": "CC(=O)Br", "max_force_ha_per_bohr": 0.2212, "lumo_ev": -0.97, "orbital_gap_ev": 8.986, "e_above_lowest_ev": 3.372, "species": ["C", "C", "O", "Br", "H", "H", "H"], "coordinates": [[-0.299, 0.135, 0.011], [-1.380, 0.447, -0.849], [-2.627, -0.538, -0.922], [-1.701, 2.083, -1.711], [0.083, 1.039, 0.467], [0.623, -0.430, -0.351], [-0.652, -0.548, 0.877]], "nbo_charge": [-0.79, 0.37, -0.57, 0.16, 0.25, 0.29, 0.29]}

---

Record 3
{"formula": "C2H3BrO", "method": "the ωB97M-V functional and the def2-TZVPD basis", "max_force_ha_per_bohr": 0.0622, "lumo_ev": [-0.34, -1.28], "orbital_gap_ev": [8.681, 7.899], "e_above_lowest_ev": 3.500, "species": ["C", "C", "O", "Br", "H", "H", "H"], "coordinates": [[2.123, 1.686, -0.290], [-0.068, 0.070, -0.020], [3.218, 1.245, -0.335], [1.443, 3.243, -1.154], [0.103, -0.019, 1.028], [-0.230, -0.823, -0.535], [-0.459, 1.000, -0.389]], "nbo_charge": [0.42, -0.48, -0.48, 0.02, 0.17, 0.17, 0.18]}

---

Record 4
{"formula": "C2H3BrO2", "method": "the ωB97M-V functional and the def2-TZVPD basis", "max_force_ha_per_bohr": 0.1014, "lumo_ev": -0.59, "orbital_gap_ev": 9.543, "e_above_lowest_ev": 7.277, "species": ["C", "C", "O", "O", "Br", "H", "H", "H"], "coordinates": [[-0.041, 0.149, 0.727], [-0.002, -0.107, -0.730], [-1.109, -0.225, 1.400], [0.112, -0.865, 1.551], [1.826, -0.364, -1.202], [0.409, 1.039, 1.122], [-0.502, 1.309, -1.819], [-0.695, -0.936, -1.048]], "nbo_charge": [0.25, -0.40, -0.24, -0.23, 0.07, 0.17, 0.15, 0.24]}

---

Record 5
{"formula": "C2H3BrO2", "method": "the ωB97M-V functional and the def2-TZVPD basis", "max_force_ha_per_bohr": 0.0918, "lumo_ev": [-0.22, -0.22], "orbital_gap_ev": [8.862, 8.866], "e_above_lowest_ev": 7.571, "species": ["C", "C", "O", "O", "Br", "H", "H", "H"], "coordinates": [[0.217, 0.351, -1.136], [0.180, -0.377, 0.898], [-1.936, 0.096, 0.911], [-0.880, -0.373, 1.516], [1.772, -0.990, 1.560], [1.079, -0.139, -1.587], [-0.805, 0.174, -1.589], [0.373, 1.258, -0.571]], "nbo_charge": [-0.49, 0.29, -0.48, -0.14, 0.14, 0.21, 0.25, 0.22]}

---

Record 6
{"formula": "C2H3BrO3S", "method": "the ωB97M-V functional and the def2-TZVPD basis", "max_force_ha_per_bohr": 0.0415, "lumo_ev": -1.69, "orbital_gap_ev": 6.887, "e_above_lowest_ev": 3.692, "species": ["C", "C", "O", "O", "O", "S", "Br", "H", "H", "H"], "coordinates": [[1.062, -1.485, -0.183], [-1.524, 1.056, -0.596], [-1.234, 0.413, 2.012], [0.813, 1.117, 0.868], [-0.012, -1.286, 0.391], [-0.514, 0.585, 0.805], [-0.250, 0.610, -1.970], [1.895, -0.781, -0.061], [1.175, -2.371, -0.811], [-1.411, 2.141, -0.457]], "nbo_charge": [0.36, -0.82, -0.84, -0.90, -0.54, 2.17, -0.03, 0.19, 0.18, 0.22]}

---

Record 7
{"formula": "C2H3BrOS", "method": "the ωB97M-V functional and the def2-TZVPD basis", "smiles": "OCC(=S)Br", "max_force_ha_per_bohr": 0.1243, "lumo_ev": [-0.59, -0.59], "orbital_gap_ev": [8.697, 8.696], "e_above_lowest_ev": 1.639, "species": ["O", "C", "C", "S", "Br", "H", "H", "H"], "coordinates": [[-1.470, -0.460, -0.355], [-0.565, 0.518, -0.152], [0.991, -0.354, -0.085], [1.139, -1.941, 0.106], [2.398, 0.882, -0.018], [-1.395, -1.105, 0.396], [-0.459, 1.300, -0.805], [-0.639, 1.161, 0.914]], "nbo_charge": [-0.69, -0.04, -0.33, 0.11, 0.10, 0.49, 0.19, 0.16]}

---

Record 8
{"formula": "C2H3BrS", "method": "the ωB97M-V functional and the def2-TZVPD basis", "smiles": "CC(=S)Br", "max_force_ha_per_bohr": 0.0388, "lumo_ev": -0.61, "orbital_gap_ev": 8.675, "e_above_lowest_ev": 0.002, "species": ["C", "C", "S", "Br", "H", "H", "H"], "coordinates": [[-0.038, 0.179, 0.230], [-0.515, 1.151, 1.214], [-1.990, 1.529, 1.652], [1.092, 2.186, 2.152], [0.911, -0.266, 0.519], [0.106, 0.684, -0.729], [-0.792, -0.595, 0.097]], "nbo_charge": [-0.73, -0.12, 0.19, -0.09, 0.25, 0.26, 0.25]}

---

Record 9
{"formula": "C2H3Cl", "method": "the ωB97M-V functional and the def2-TZVPD basis", "smiles": "C=CCl", "max_force_ha_per_bohr": 0.0901, "lumo_ev": 1.19, "orbital_gap_ev": 10.865, "e_above_lowest_ev": 0.407, "species": ["C", "C", "Cl", "H", "H", "H"], "coordinates": [[-0.017, 0.580, 0.447], [-0.029, -0.398, -0.471], [-0.313, -2.024, -0.157], [0.341, 1.583, 0.323], [-0.154, 0.300, 1.466], [0.172, -0.042, -1.609]], "nbo_charge": [-0.42, -0.25, 0.04, 0.21, 0.20, 0.22]}

---

Record 10
{"formula": "C2H3Cl2FN2", "method": "the ωB97M-V functional and the def2-TZVPD basis", "smiles": "N/N=C\\C(F)(Cl)Cl", "max_force_ha_per_bohr": 0.0756, "lumo_ev": 0.66, "orbital_gap_ev": 9.822, "e_above_lowest_ev": 2.483, "species": ["N", "N", "C", "C", "F", "Cl", "Cl", "H", "H", "H"], "coordinates": [[2.605, -0.155, -0.488], [2.103, -0.416, 0.780], [0.781, -0.521, 1.056], [-0.369, -0.148, -0.012], [-0.037, -0.547, -1.240], [-0.476, 1.639, 0.051], [-1.945, -0.803, 0.107], [1.864, -0.086, -1.248], [3.606, -0.503, -0.833], [0.589, -0.704, 2.234]], "nbo_charge": [-0.66, -0.19, -0.10, 0.23, -0.33, -0.02, 0.05, 0.37, 0.41, 0.24]}

---

Record 11
{"formula": "C2H3Cl2FN2", "method": "the ωB97M-V functional and the def2-TZVPD basis", "smiles": "N/N=C\\C(F)(Cl)Cl", "max_force_ha_per_bohr": 0.0312, "lumo_ev": 0.75, "orbital_gap_ev": 10.367, "e_above_lowest_ev": 1.020, "species": ["N", "N", "C", "C", "F", "Cl", "Cl", "H", "H", "H"], "coordinates": [[0.939, -0.340, 2.329], [0.830, 0.895, 1.808], [0.305, 1.085, 0.677], [-0.276, 0.023, -0.229], [-1.066, -0.828, 0.490], [1.004, -0.976, -0.963], [-1.280, 0.749, -1.491], [0.289, -1.022, 2.024], [1.104, -0.312, 3.344], [0.322, 2.109, 0.298]], "nbo_charge": [-0.62, -0.16, -0.10, 0.25, -0.34, 0.00, 0.01, 0.37, 0.38, 0.21]}

---

Record 12
{"formula": "C2H3Cl2N2P", "method": "the ωB97M-V functional and the def2-TZVPD basis", "smiles": "[H]/N=C\\C(Cl)(Cl)/N=P/[H]", "max_force_ha_per_bohr": 0.0846, "lumo_ev": -1.46, "orbital_gap_ev": 8.576, "e_above_lowest_ev": 3.238, "species": ["H", "N", "C", "C", "Cl", "Cl", "N", "P", "H", "H"], "coordinates": [[2.055, -0.318, -0.215], [1.598, -1.181, -0.465], [0.379, -1.254, -0.359], [-0.631, -0.157, -0.125], [-1.667, -0.424, -1.590], [-1.488, -0.762, 1.401], [-0.078, 1.139, 0.057], [-0.438, 2.125, 1.231], [0.381, 3.015, 0.822], [-0.112, -2.183, -0.756]], "nbo_charge": [0.35, -0.57, 0.09, 0.08, 0.01, -0.09, -0.86, 0.93, -0.12, 0.19]}